Record 1
Computed, not measured: C19H18N3STl as an isolated structure in a non-equilibrium geometry, with the ωB97M-V functional and the def2-TZVPD basis.

The geometry in XYZ format:
```
42
Properties=species:S:1:pos:R:3:lowdin_charge:R:1
Tl 0.90 0.83 -0.67 1.32
C -2.85 0.56 2.74 -0.02
C -1.87 1.44 2.06 -0.23
C -2.23 2.16 0.91 -0.02
C -1.32 2.99 0.28 -0.09
C -0.01 3.10 0.77 -0.14
C 0.35 2.41 1.96 -0.11
C -0.58 1.60 2.58 -0.04
H -3.40 1.13 3.50 0.11
H -2.36 -0.26 3.26 0.09
H -3.59 0.17 2.04 0.09
H -3.24 2.09 0.54 0.13
H -1.63 3.59 -0.56 0.12
H 0.65 3.87 0.39 0.12
H 1.32 2.58 2.39 0.12
H -0.33 1.10 3.51 0.13
S 2.27 -3.57 -1.86 1.14
C 1.70 -2.81 -3.30 -0.34
C 1.40 -1.49 -3.13 -0.18
C 1.65 -1.16 -1.80 -0.26
C 2.08 -2.10 -0.93 -0.48
C 2.36 -1.99 0.50 -0.29
C 3.06 -2.98 1.18 0.01
C 3.34 -2.80 2.53 0.00
C 2.89 -1.64 3.15 -0.01
C 2.18 -0.72 2.40 -0.11
N 1.92 -0.89 1.12 0.02
H 1.64 -3.37 -4.21 0.09
H 1.06 -0.82 -3.90 0.12
H 3.39 -3.87 0.67 0.11
H 3.90 -3.55 3.08 0.13
H 3.08 -1.46 4.20 0.12
H 1.81 0.19 2.85 0.09
N -2.85 0.00 -3.39 0.10
C -2.46 1.21 -3.88 -0.05
C -1.43 1.62 -3.09 -0.14
N -1.20 0.68 -2.13 -0.06
C -2.07 -0.29 -2.34 -0.17
H -3.61 -0.57 -3.75 0.18
H -2.92 1.67 -4.73 0.13
H -0.86 2.52 -3.16 0.11
H -2.15 -1.19 -1.77 0.14
```

Computed properties:
* molecular weight: 524.82 g/mol
* charge: +2
* lowest unoccupied orbital energy (spin up / spin down): -9.27 / -9.27 eV
* E_HOMO (spin up / spin down): -0.5406 / -0.5406 hartree
* frontier orbital gap (spin up / spin down): 5.4368 / 5.4374 eV
* ΔE to the lowest compared entry with this formula, charge and spin: 157.25 kJ/mol


Record 2
Computed, not measured: one molecule with the formula C6H10O, with the ωB97M-V functional and the def2-TZVPD basis.

The geometry in XYZ format:
```
17
Properties=species:S:1:pos:R:3:nbo_charge:R:1
C -2.17 0.16 -0.28 -0.61
C -1.39 -0.98 0.36 -0.44
C 0.11 -0.88 0.42 -0.10
C 0.96 0.08 0.02 -0.14
C 2.45 -0.01 0.26 -0.63
C 0.57 1.35 -0.66 0.39
O 1.27 2.34 -0.62 -0.53
H -1.98 0.21 -1.36 0.20
H -3.25 0.04 -0.13 0.22
H -1.88 1.13 0.14 0.21
H -1.75 -1.11 1.39 0.22
H -1.64 -1.92 -0.15 0.22
H 0.57 -1.73 0.93 0.20
H 2.78 0.85 0.84 0.24
H 2.98 0.05 -0.70 0.22
H 2.73 -0.93 0.77 0.21
H -0.36 1.35 -1.24 0.13
```

Computed properties:
* molecular weight: 98.14 g/mol
* lowest unoccupied orbital energy: 0.66 eV
* E_HOMO: -0.3517 hartree
* frontier orbital gap: 10.2344 eV
* SMILES string: CC/C=C(/C)C=O
* ΔE to the lowest compared entry with this formula, charge and spin: 49.17 kJ/mol


Record 3
Computed, not measured: C11H26ORhSe2 as an isolated structure, with the ωB97M-V functional and the def2-TZVPD basis.

The geometry in XYZ format:
```
41
Properties=species:S:1:pos:R:3:nbo_charge:R:1
Rh 0.03 -0.74 -0.38 0.64
C 3.34 -1.91 -1.57 -0.78
Se 2.67 -0.39 -0.55 0.37
C 3.09 -1.07 1.25 -0.57
C 1.99 -0.77 2.25 -0.58
Se 0.39 -1.76 1.73 0.66
C -0.89 -0.93 2.91 -0.79
H 2.83 -2.82 -1.28 0.23
H 4.41 -1.99 -1.41 0.24
H 3.15 -1.69 -2.62 0.25
H 4.02 -0.60 1.57 0.26
H 3.26 -2.14 1.15 0.23
H 1.71 0.28 2.28 0.24
H 2.27 -1.10 3.24 0.25
H -1.01 0.10 2.60 0.27
H -0.52 -1.03 3.93 0.25
H -1.82 -1.49 2.81 0.25
C -3.81 -0.75 -1.92 -0.60
C -2.32 -1.04 -1.74 -0.27
C -1.48 0.11 -2.31 -0.60
C -1.93 -1.18 -0.27 -0.48
H -4.06 -0.66 -2.98 0.22
H -4.07 0.19 -1.43 0.21
H -4.42 -1.54 -1.50 0.22
H -2.09 -1.97 -2.27 0.20
H -1.71 1.03 -1.77 0.24
H -1.62 0.27 -3.38 0.26
H -0.37 -0.04 -2.27 0.16
H -2.10 -2.19 0.11 0.20
H -2.44 -0.44 0.35 0.21
C -0.02 3.01 1.45 -0.61
C 0.49 1.99 0.44 0.08
C 0.58 2.59 -0.95 -0.64
O -0.39 0.88 0.55 -0.67
H 0.63 3.88 1.46 0.22
H -0.05 2.59 2.46 0.21
H -1.03 3.33 1.19 0.22
H 1.50 1.69 0.75 0.13
H -0.40 2.95 -1.27 0.22
H 0.95 1.88 -1.69 0.20
H 1.26 3.44 -0.94 0.23
```

Computed properties:
* molecular weight: 435.15 g/mol
* charge: +1
* lowest unoccupied orbital energy: -4.22 eV
* E_HOMO: -0.4429 hartree
* frontier orbital gap: 7.8275 eV
* ΔE to the lowest compared entry with this formula, charge and spin: 0.00 kJ/mol


Record 4
Computed, not measured: C6H40AsN2O14S as an isolated structure in a non-equilibrium geometry, with the ωB97M-V functional and the def2-TZVPD basis.

The geometry in XYZ format:
```
64
Properties=species:S:1:pos:R:3:nbo_charge:R:1
As 3.91 -1.21 0.24 0.61
C 5.08 -0.02 -0.91 -0.75
C 4.42 1.41 -1.27 -0.43
C 4.35 2.41 -0.02 -0.42
C 2.94 2.45 0.73 -0.53
S 1.56 3.23 -0.24 0.25
C 0.33 1.93 -0.64 0.33
N -0.88 1.99 -1.40 -0.39
N -1.42 0.73 -1.44 -0.33
C -0.58 -0.15 -0.70 0.24
O 0.50 0.60 -0.18 -0.43
H 3.83 -0.18 1.42 -0.26
H 5.15 -1.88 0.95 -0.19
H 3.97 -2.37 -0.84 -0.25
H 2.65 -0.63 -0.49 -0.24
H 2.93 -2.14 1.06 -0.17
H 6.11 0.08 -0.44 0.18
H 5.21 -0.55 -1.92 0.20
H 5.14 1.90 -2.03 0.19
H 3.42 1.31 -1.84 0.22
H 4.61 3.46 -0.41 0.19
H 5.14 2.11 0.74 0.23
H 2.56 1.45 1.11 0.29
H 3.08 3.11 1.67 0.22
H -0.71 -1.27 -0.52 0.26
O 1.32 1.50 -4.14 -0.94
H 0.57 1.30 -3.55 0.47
H 1.01 2.25 -4.66 0.47
O -0.48 -1.31 2.18 -0.96
H -0.63 -0.94 3.05 0.49
H -0.26 -0.55 1.63 0.47
O -3.28 -2.38 2.66 -0.97
H -2.39 -2.11 2.41 0.50
H -3.77 -1.56 2.71 0.46
O 4.89 -3.56 2.34 -0.93
H 4.74 -3.99 3.20 0.47
H 5.79 -3.82 2.10 0.46
O -1.30 0.61 -5.51 -0.95
H -1.44 0.18 -4.66 0.47
H -0.40 0.36 -5.75 0.48
O -4.49 2.40 -1.34 -0.99
H -4.75 1.64 -1.89 0.50
H -3.52 2.31 -1.26 0.50
O -2.95 4.05 0.57 -0.95
H -2.09 3.75 0.26 0.47
H -3.58 3.62 -0.03 0.47
O -5.79 2.95 1.25 -0.96
H -6.26 3.76 1.04 0.46
H -5.56 2.58 0.39 0.49
O -2.23 0.06 3.45 -0.96
H -2.97 -0.14 4.03 0.48
H -2.54 0.81 2.93 0.49
O -6.66 1.05 -3.22 -0.95
H -7.35 0.76 -3.83 0.48
H -7.05 1.79 -2.75 0.48
O 3.08 -4.66 4.82 -0.96
H 2.38 -4.93 4.22 0.49
H 2.70 -3.91 5.29 0.47
O -5.95 -1.82 -2.79 -0.94
H -6.42 -1.00 -3.00 0.47
H -5.72 -2.19 -3.65 0.46
O 0.28 -5.41 3.22 -0.95
H -0.46 -4.94 2.81 0.48
H 0.24 -6.29 2.84 0.47
```

Computed properties:
* molecular weight: 471.38 g/mol
* charge: -1
* lowest unoccupied orbital energy: 1.54 eV
* E_HOMO: -0.1080 hartree
* frontier orbital gap: 4.4843 eV


Record 5
Computed, not measured: a 2-piece molecular cluster, C2H8NO overall in a non-equilibrium geometry, with the ωB97M-V functional and the def2-TZVPD basis.

The geometry in XYZ format:
```
12
Properties=species:S:1:pos:R:3:nbo_charge:R:1
O 2.50 -0.96 0.38 -0.98
H 3.32 -0.50 0.70 0.51
H 2.87 -1.77 -0.10 0.50
H -2.01 2.18 0.14 0.29
C -2.06 1.16 -0.22 -0.70
C -0.97 0.30 0.34 0.34
N -0.09 -0.25 -0.46 -0.64
H -2.97 0.77 0.17 0.27
H -2.02 1.10 -1.33 0.24
H -0.87 0.16 1.43 0.24
H -0.22 -0.52 -1.52 0.46
H 0.76 -0.73 -0.05 0.47
```

Computed properties:
* molecular weight: 62.09 g/mol
* charge: +1
* lowest unoccupied orbital energy: -4.86 eV
* E_HOMO: -0.5957 hartree
* frontier orbital gap: 11.3530 eV
* ΔE to the lowest compared entry with this formula, charge and spin: 61.90 kJ/mol


Record 6
Computed, not measured: a 2-piece molecular cluster, C4H5Cl overall in a non-equilibrium geometry, with the ωB97M-V functional and the def2-TZVPD basis.

The geometry in XYZ format:
```
10
Properties=species:S:1:pos:R:3:nbo_charge:R:1
C -1.97 0.10 -0.13 -0.53
C -1.23 1.00 0.47 -0.06
C 1.54 0.36 0.17 -0.10
C 1.54 -0.81 -0.18 -0.27
Cl 2.99 -1.95 -0.49 -0.11
H -3.11 0.15 -0.22 0.24
H -1.33 -0.80 -0.46 0.22
H -1.15 1.95 0.90 0.19
H 2.05 1.31 0.42 0.22
H 0.67 -1.30 -0.49 0.21
```

Computed properties:
* molecular weight: 88.54 g/mol
* lowest unoccupied orbital energy (spin up / spin down): -0.87 / -0.04 eV
* E_HOMO (spin up / spin down): -0.3268 / -0.3342 hartree
* frontier orbital gap (spin up / spin down): 8.0263 / 9.0534 eV
* ΔE to the lowest compared entry with this formula, charge and spin: 513.43 kJ/mol


Record 7
Computed, not measured: C31H44BrN3O9Ti as an isolated structure in a non-equilibrium geometry, with the ωB97M-V functional and the def2-TZVPD basis.

The geometry in XYZ format:
```
89
Properties=species:S:1:pos:R:3:lowdin_spin:R:1
Ti -0.24 0.78 -0.36 0.89
O 3.79 4.38 2.50 0.00
C 2.94 3.52 1.89 0.01
C 2.13 2.65 2.62 0.00
C 1.29 1.81 1.92 0.01
N 1.28 1.80 0.60 0.00
C 2.00 2.66 -0.10 0.01
C 2.86 3.55 0.50 0.00
C 1.69 2.58 -1.59 0.01
O 2.26 3.28 -2.40 0.02
O 0.74 1.74 -1.82 0.00
C 0.20 0.92 2.52 0.00
O 0.19 0.70 3.71 0.00
O -0.63 0.54 1.63 0.01
H 3.72 4.27 3.45 0.00
H 2.11 2.64 3.70 0.00
H 3.44 4.24 -0.09 0.00
C 1.11 -6.76 2.17 0.00
C 1.35 -5.48 2.99 0.00
C 0.37 -5.45 4.16 0.00
C 2.77 -5.54 3.57 0.00
C 1.15 -4.26 2.09 0.00
C -0.12 -3.85 1.74 0.00
C -0.30 -2.76 0.90 0.00
Br -2.06 -2.36 0.33 0.00
C 0.76 -2.00 0.39 0.00
O 0.55 -0.97 -0.41 0.02
C 2.07 -2.45 0.69 0.00
C 2.22 -3.56 1.52 0.00
C 3.29 -1.82 0.01 0.00
C 3.25 -0.28 0.02 0.00
C 4.61 -2.23 0.68 0.00
C 3.30 -2.30 -1.45 0.00
H 1.23 -7.65 2.80 0.00
H 1.82 -6.82 1.34 0.00
H 0.10 -6.76 1.75 0.00
H 0.59 -6.25 4.87 0.00
H -0.66 -5.59 3.83 0.00
H 0.42 -4.49 4.69 0.00
H 2.85 -6.37 4.27 0.00
H 3.02 -4.61 4.10 0.00
H 3.52 -5.70 2.79 0.00
H -1.00 -4.37 2.10 0.00
H 3.22 -3.89 1.75 0.00
H 3.15 0.10 1.04 0.00
H 2.44 0.10 -0.58 0.00
H 4.19 0.11 -0.39 0.00
H 4.59 -2.03 1.75 0.00
H 5.43 -1.66 0.24 0.00
H 4.84 -3.29 0.53 0.00
H 2.39 -1.98 -1.96 0.00
H 3.35 -3.39 -1.49 0.00
H 4.16 -1.89 -1.99 0.00
C -2.25 -0.81 -4.68 0.00
C -1.46 0.29 -3.97 0.00
C -1.28 1.51 -4.89 0.00
O -0.21 -0.27 -3.67 0.00
C -2.29 0.71 -2.71 0.00
O -3.37 1.27 -2.92 0.00
O -1.81 0.45 -1.55 0.01
H -1.74 -1.07 -5.61 0.00
H -3.26 -0.47 -4.89 0.00
H -2.29 -1.69 -4.04 0.00
H -0.83 1.19 -5.83 0.00
H -0.62 2.23 -4.41 0.00
H -2.25 1.98 -5.09 0.00
H 0.32 0.41 -3.22 0.00
C -5.01 5.31 -1.30 0.00
C -4.40 3.98 -1.74 0.00
N -3.60 3.35 -0.70 0.00
C -4.30 2.46 0.23 0.00
C -4.46 3.02 1.64 0.00
C -2.25 3.32 -0.74 0.00
C -1.56 4.06 -1.85 0.00
N -1.53 2.68 0.13 0.00
H -5.57 5.76 -2.12 0.00
H -4.22 6.01 -1.00 0.00
H -5.68 5.17 -0.45 0.00
H -3.80 4.11 -2.63 0.00
H -5.18 3.28 -2.02 0.00
H -3.78 1.50 0.24 0.00
H -5.28 2.26 -0.20 0.00
H -3.50 3.12 2.15 0.00
H -5.09 2.36 2.24 0.00
H -4.93 4.01 1.61 0.00
H -1.78 3.58 -2.81 0.00
H -0.49 4.04 -1.69 0.00
H -1.90 5.09 -1.91 0.00
H -2.09 2.25 0.85 0.00
```

Computed properties:
* molecular weight: 730.48 g/mol
* charge: -1
* spin multiplicity: 2
* lowest unoccupied orbital energy (spin up / spin down): 2.25 / 2.25 eV
* E_HOMO (spin up / spin down): -0.1507 / -0.1870 hartree
* <S²>: 0.753
* frontier orbital gap (spin up / spin down): 6.3478 / 7.3363 eV
* ΔE to the lowest compared entry with this formula, charge and spin: 9.76 kJ/mol


Record 8
Computed, not measured: one molecule with the formula C4H8O3, with the ωB97M-V functional and the def2-TZVPD basis.

The geometry in XYZ format:
```
15
Properties=species:S:1:pos:R:3:nbo_charge:R:1
C -1.70 0.99 -0.63 -0.63
C -0.26 0.67 -0.26 0.07
O -0.02 1.07 1.07 -0.74
C 0.09 -0.79 -0.51 -0.11
O 1.52 -0.98 -0.38 -0.50
C 2.04 -1.07 0.84 0.67
O 1.43 -1.14 1.88 -0.61
H -2.39 0.36 -0.06 0.21
H -1.92 0.87 -1.69 0.21
H -1.90 2.03 -0.36 0.23
H 0.41 1.26 -0.91 0.17
H 0.15 0.31 1.64 0.49
H -0.12 -1.05 -1.55 0.21
H -0.45 -1.46 0.16 0.20
H 3.13 -1.08 0.76 0.13
```

Computed properties:
* molecular weight: 104.10 g/mol
* lowest unoccupied orbital energy: 0.87 eV
* E_HOMO: -0.3789 hartree
* frontier orbital gap: 11.1807 eV
* SMILES string: C[C@@H](O)COC=O
* ΔE to the lowest compared entry with this formula, charge and spin: 92.93 kJ/mol